ORCA calculation (wB97M-V/def2-TZVPD) on a 11-piece molecular cluster, C50H118N4O11 overall in a non-equilibrium geometry.

Summary:
- E: -3022.074046 a.u.
- Structure (SMILES): CC1(C)CCCC(C)(C)N1O.CC1(C)CCCC(C)(C)N1O.CC1(C)CCCC(C)(C)N1O.CC1(C)CCCC(C)(C)N1O.CCO.CCO.CCO.CCO.CCO.CCO.CCO
- E_HOMO: -0.2928 Eh
- Kohn-Sham gap: 8.21 eV
- Relative energy (zero: lowest compared OMol25 entry of this formula, charge and spin): 505.5 kJ/mol

The geometry in XYZ format:
```
183
Properties=species:S:1:pos:R:3:forces:R:3
C 0.203236 -4.149690 3.706525 -1.445 0.359 0.531
C 1.332154 -4.611020 4.616901 -0.497 0.070 -0.040
C 1.859907 -3.484271 5.500863 0.649 1.308 -0.408
C 0.818881 -5.711258 5.604605 1.812 -0.857 -1.617
C 0.634267 -7.034310 4.788029 -0.756 1.320 1.607
C 1.952546 -7.469377 4.250637 -0.256 0.177 -0.765
C 2.600223 -6.502883 3.233648 -0.098 1.619 -0.065
C 4.076789 -6.910756 3.097826 0.339 0.239 0.027
C 1.953898 -6.539406 1.794467 0.489 -0.219 0.588
N 2.478110 -5.112486 3.844644 1.006 -1.095 1.272
O 3.152086 -4.049489 3.167981 -0.694 -0.917 -0.905
H -0.126894 -4.872351 2.960279 0.599 0.003 -0.272
H -0.698050 -4.069380 4.314253 -0.209 0.162 0.345
H 0.286331 -3.149239 3.281918 0.577 -0.201 -0.299
H 2.721382 -3.805204 6.086492 -0.354 -0.362 0.466
H 2.292100 -2.651471 4.946095 -0.058 -0.030 -0.657
H 1.141011 -2.908226 6.083489 -0.388 -0.770 0.395
H 1.726655 -5.898812 6.178087 -0.097 -0.082 0.593
H 0.048348 -5.375872 6.298792 -0.253 -0.013 -0.495
H 0.427717 -7.860611 5.468237 -0.998 0.144 0.048
H -0.133430 -6.885855 4.028634 -0.111 -0.381 0.007
H 1.711137 -8.445533 3.829991 0.694 -0.101 -0.602
H 2.543847 -7.657680 5.146736 0.688 0.176 -0.304
H 4.050821 -8.000199 3.074461 0.423 -0.042 -0.315
H 4.759419 -6.602692 3.889800 -0.625 -0.054 0.721
H 4.626105 -6.495515 2.252888 -0.584 -0.183 -0.574
H 0.885124 -6.744856 1.734213 -0.099 0.126 0.426
H 2.435131 -7.308443 1.190239 0.090 -0.119 0.028
H 2.147351 -5.587832 1.299310 0.021 0.046 0.112
H 3.680657 -3.606239 3.835625 0.188 -0.262 0.208
C -6.737282 1.041639 -5.620864 -0.356 -1.476 -0.070
C -5.876717 0.443796 -6.770370 -1.662 -0.060 -0.826
C -6.681181 -0.714649 -7.540695 -0.065 0.983 0.776
C -5.627448 1.536923 -7.836099 0.531 -0.103 1.330
C -4.720746 2.681116 -7.317195 -1.826 -0.640 -1.277
C -3.434589 2.125138 -6.808182 -0.233 0.337 0.839
C -3.468259 0.840338 -5.935813 -0.270 -0.504 -0.396
C -2.087965 0.150291 -6.298472 -1.372 -1.441 0.601
C -3.536543 1.158611 -4.394673 0.420 -1.833 -0.690
N -4.628849 -0.117204 -6.352543 2.964 1.406 -0.998
O -4.701497 -1.292431 -5.573036 -0.228 0.669 0.402
H -7.793040 0.904985 -5.854945 -0.123 0.243 -0.138
H -6.568341 0.357041 -4.789667 -0.002 0.330 0.458
H -6.587918 2.082826 -5.335000 0.387 -0.159 -0.117
H -6.171122 -1.061989 -8.439200 0.535 -0.164 0.340
H -6.940670 -1.527284 -6.862173 0.284 -0.134 -0.077
H -7.633689 -0.367888 -7.941413 -0.112 0.480 0.258
H -5.156107 0.987987 -8.651322 -0.183 0.471 -0.501
H -6.608809 1.970231 -8.029186 -0.002 -0.265 -0.684
H -4.558948 3.332677 -8.175909 0.354 0.109 -0.055
H -5.338392 3.306191 -6.672281 0.356 -0.148 0.647
H -3.008488 2.892727 -6.162157 0.644 -0.054 -0.175
H -2.803084 1.972199 -7.683345 0.176 -0.106 0.194
H -2.011817 -0.254172 -7.307791 -0.623 0.615 -0.464
H -2.134373 -0.793737 -5.755550 0.728 0.024 0.646
H -1.160020 0.702888 -6.151393 -0.366 0.274 0.599
H -3.689974 0.212047 -3.876416 -0.180 -0.414 -0.161
H -4.373919 1.747454 -4.020293 0.398 0.680 -0.418
H -2.524767 1.375194 -4.051867 -0.191 1.002 0.077
H -4.475779 -1.982645 -6.200923 0.057 -0.109 -0.054
C 6.600679 -2.294166 -1.276671 -0.222 -0.422 -0.553
C 5.962713 -0.929559 -0.947421 -1.087 1.456 0.783
C 4.398825 -1.072848 -0.876553 0.131 0.254 -1.211
C 6.427532 -0.371205 0.449242 -0.308 -0.489 0.063
C 7.802929 0.185972 0.470096 2.088 0.081 -0.261
C 8.073347 1.167012 -0.691592 -0.346 -0.843 0.668
C 7.562966 0.699631 -2.085509 0.307 -0.098 1.637
C 7.639293 1.971645 -2.908862 0.131 0.177 -0.209
C 8.502931 -0.359136 -2.560406 2.156 -1.071 -1.083
N 6.203913 0.204858 -1.941235 0.875 0.518 4.028
O 5.646015 0.056155 -3.144960 -1.339 -0.977 -2.519
H 7.492893 -2.582367 -0.720811 0.108 0.500 0.091
H 5.915601 -3.129097 -1.129544 -0.341 0.172 0.255
H 6.840270 -2.356853 -2.338165 0.052 0.123 0.012
H 3.978144 -1.839273 -0.225621 0.495 -0.101 0.092
H 3.844633 -0.151484 -0.697522 0.545 0.438 0.684
H 4.044141 -1.253097 -1.891347 0.075 -0.748 -0.141
H 5.810922 0.411105 0.891830 -0.810 -0.137 -0.588
H 6.421297 -1.203195 1.153407 -0.344 -0.166 0.054
H 8.094422 0.695194 1.388700 -0.824 0.495 0.298
H 8.518179 -0.623487 0.616011 0.343 -0.393 -1.118
H 9.136973 1.388792 -0.778852 0.061 -0.013 0.033
H 7.578671 2.085789 -0.376552 -0.145 0.198 -0.376
H 8.681478 2.287053 -2.859082 0.026 0.184 -0.053
H 7.044813 2.725299 -2.392432 -0.133 0.118 -0.276
H 7.380821 1.929111 -3.966914 -0.222 -0.321 0.124
H 8.898838 -1.122396 -1.890481 -0.855 0.105 0.859
H 9.471418 0.077537 -2.804262 -0.012 0.483 -0.573
H 8.194483 -0.958653 -3.416878 -0.315 0.449 -0.279
H 4.853102 0.593602 -3.081334 -0.159 0.025 -0.393
C -2.636138 2.037708 -0.297387 0.863 -0.039 -1.117
C -1.445459 1.677724 0.611803 0.252 2.889 1.364
C -0.580540 2.986653 0.890589 -1.727 -0.347 -1.558
C -2.033980 1.319268 1.985019 0.562 -1.261 0.225
C -2.514563 -0.121413 1.996454 -0.504 0.361 0.572
C -1.404557 -1.119498 1.661767 -1.362 0.905 -0.812
C -0.750715 -0.736512 0.281849 0.468 -0.919 -0.275
C 0.601615 -1.516050 0.224317 -0.016 0.621 -0.921
C -1.667626 -1.202945 -0.862009 0.233 -1.187 -0.311
N -0.514887 0.711671 0.129025 -0.918 -1.974 3.382
O 0.194738 1.072475 -0.972427 0.608 0.085 -1.115
H -3.180515 2.934721 -0.002205 -0.268 -0.365 0.609
H -2.266107 2.337459 -1.277854 0.229 -0.270 -0.302
H -3.254338 1.156263 -0.467616 -0.369 0.331 0.184
H 0.066801 2.941573 1.766380 -0.132 -0.101 -0.145
H -0.058866 3.242086 -0.031751 0.430 -0.206 0.247
H -1.341750 3.765838 0.929872 0.211 0.417 0.761
H -1.268024 1.390192 2.757280 0.376 -0.026 -0.014
H -2.794731 2.003261 2.361199 -0.148 0.238 -0.628
H -3.026123 -0.318586 2.938532 0.459 -0.251 0.478
H -3.358377 -0.295081 1.328679 0.118 0.230 -0.602
H -2.019963 -2.011188 1.542338 0.753 -0.637 -0.280
H -0.698713 -1.296712 2.473234 0.156 0.375 -0.145
H 1.278147 -1.406667 1.071925 -0.455 0.048 0.427
H 1.195033 -1.149939 -0.613485 -0.070 -0.025 -0.303
H 0.440603 -2.573013 0.012119 -0.144 -0.055 0.271
H -2.657031 -0.749273 -0.803993 0.080 -0.221 -0.081
H -1.725580 -2.291160 -0.884952 -0.609 -0.296 0.773
H -1.281140 -1.136890 -1.879046 0.366 1.197 0.014
H 1.065268 1.106673 -0.569174 0.527 0.325 -0.620
C -1.597617 4.307638 -3.488761 1.838 -0.680 -0.288
C -0.331583 3.397515 -3.710051 -1.657 0.192 0.373
O -0.048087 3.431133 -5.105361 -0.016 -0.303 0.254
H -1.941480 4.196602 -2.460405 0.255 0.611 0.129
H -2.459153 4.053744 -4.106328 0.356 -0.240 -0.298
H -1.173646 5.261831 -3.801614 -0.831 0.543 0.507
H -0.560052 2.426119 -3.271526 0.060 -0.622 -0.641
H 0.531881 3.715351 -3.125664 -0.024 0.590 0.030
H 0.883452 3.241021 -5.238402 0.021 -0.085 -0.029
C -0.257188 5.430315 3.898316 0.529 -0.780 -1.198
C 0.086423 5.980607 5.223290 0.522 0.933 -1.385
O -0.881565 5.659118 6.146287 -0.774 -0.477 1.486
H -0.195955 4.342921 3.854693 -0.219 -0.076 -0.019
H 0.525900 5.833705 3.256327 -0.100 -0.135 -0.496
H -1.215451 5.777256 3.511688 -0.044 -0.050 0.151
H 0.088286 7.043820 4.983151 0.338 0.534 0.870
H 1.086741 5.649690 5.502489 0.053 0.052 0.247
H -0.455573 5.638698 7.006352 -0.338 -0.012 0.221
C 0.815473 5.852100 -0.282355 -0.716 0.990 0.271
C -0.353575 6.804052 -0.239705 -0.970 -1.394 -0.368
O -0.124632 7.859994 0.617584 0.418 1.108 0.762
H 0.471662 5.090819 -0.982590 0.881 -0.059 -0.267
H 0.945812 5.397611 0.699764 0.221 0.028 -0.063
H 1.648233 6.504555 -0.544847 0.498 -0.793 -0.339
H -1.205209 6.215724 0.101890 -0.471 -0.054 0.097
H -0.611595 7.135899 -1.245385 0.164 0.174 -0.250
H -0.851512 8.480598 0.527518 0.026 0.106 0.118
C 2.389934 0.945034 3.039094 0.540 -0.284 -0.728
C 3.184844 1.548122 4.181320 -1.115 -0.977 -0.806
O 3.052235 0.665832 5.253915 0.490 -0.392 1.463
H 1.376273 0.657036 3.317784 -0.403 0.926 -0.004
H 2.746344 -0.039110 2.734910 0.741 0.050 -0.025
H 2.491607 1.621066 2.190128 -0.684 -0.103 -0.294
H 2.723995 2.509447 4.408384 0.519 0.416 0.102
H 4.242871 1.590326 3.922704 -0.074 0.377 0.155
H 2.124646 0.635489 5.499369 -0.065 -0.050 0.069
C 0.277272 -6.266732 -1.109279 1.376 0.002 0.234
C -1.075034 -5.832842 -0.677372 -1.129 1.353 -0.463
O -2.100937 -6.505631 -1.370834 -0.562 -1.201 -0.131
H 0.295517 -6.231675 -2.198564 0.018 -0.521 0.015
H 0.636949 -7.199864 -0.675699 -0.487 -0.482 -0.441
H 1.092777 -5.611046 -0.804100 -0.284 0.594 0.162
H -1.263714 -4.830889 -1.062846 0.503 0.497 0.493
H -1.362499 -5.845566 0.373956 0.750 0.055 0.324
H -2.292882 -7.292777 -0.855894 -0.215 -0.261 -0.277
C -4.350140 1.855154 5.483546 0.491 0.331 0.141
C -3.788164 3.283888 5.692059 -2.885 -1.081 -1.004
O -2.541901 3.398692 5.157563 2.081 -0.456 -0.143
H -3.885535 1.061995 6.069321 0.093 0.020 -0.033
H -4.229559 1.678439 4.414749 0.212 -0.400 0.017
H -5.428905 1.847409 5.639457 0.007 0.067 0.301
H -3.967622 3.679471 6.691766 0.379 0.016 0.117
H -4.465011 3.741023 4.970247 -0.440 1.199 0.413
H -2.113229 4.216099 5.421539 0.116 0.277 0.243
C -6.177114 1.006893 1.981082 0.941 -0.506 0.825
C -6.841378 2.041653 1.071522 3.579 -0.922 0.660
O -8.141676 1.778781 1.086096 -4.160 0.149 -0.357
H -6.250868 -0.048717 1.719653 -0.206 -0.024 -1.077
H -6.661930 0.938181 2.954905 -0.071 0.781 0.208
H -5.109024 1.143706 2.150115 0.082 0.335 -0.018
H -6.413797 1.985670 0.070448 0.217 0.102 -0.275
H -6.618779 3.034619 1.462111 -0.333 0.109 0.015
H -8.306805 0.912468 0.706836 -0.029 -0.012 -0.001
```
Forces are in eV/Å.